This record from OMol25 describes a structure of composition C11H11Cl4N5O5SW. The level of theory is ωB97M-V/def2-TZVPD.

Each line ends with the Mulliken charge.
Positions of all 38 atoms, in Å:
W  0.223  -0.524  0.241  2.117
N  1.843  0.447  1.451  -0.601
C  1.260  0.999  2.698  -0.411
C  0.121  0.105  3.170  0.438
O  -0.206  0.035  4.337  -0.680
N  -0.484  -0.514  2.118  -0.246
C  -1.645  -1.358  2.347  -0.616
C  -1.794  -2.347  1.188  0.443
O  -2.712  -3.123  1.132  -0.659
O  -0.812  -2.290  0.294  -0.699
H  2.610  -0.176  1.679  0.370
H  2.208  1.193  0.866  0.255
H  0.832  1.975  2.465  0.193
H  1.999  1.121  3.488  0.419
H  -2.563  -0.769  2.409  0.299
H  -1.555  -1.918  3.279  0.420
Cl  -4.362  3.784  -2.548  -0.197
C  -2.902  3.121  -1.918  0.400
C  -1.780  3.932  -1.751  0.231
Cl  -1.846  5.604  -2.163  -0.199
C  -0.594  3.392  -1.249  0.103
Cl  0.823  4.349  -1.024  -0.207
C  -0.542  2.046  -0.926  0.044
O  0.526  1.399  -0.464  -0.928
C  -1.676  1.246  -1.058  0.216
O  -1.508  -0.007  -0.642  -0.648
C  -2.853  1.769  -1.571  -0.117
Cl  -4.213  0.731  -1.739  -0.185
N  0.744  -1.352  -1.842  -0.482
N  1.979  -1.980  -2.073  -0.391
C  2.551  -2.642  -1.040  0.685
N  3.523  -3.509  -1.362  -0.432
S  2.076  -2.422  0.550  -0.455
H  -0.031  -2.008  -1.969  0.400
H  0.643  -0.568  -2.480  0.404
H  2.105  -2.359  -3.002  0.258
H  3.932  -3.510  -2.282  0.220
H  4.081  -3.876  -0.610  0.237

Atomic forces in eV per Å
W -0.3 -0.3 0.4
N 0.0 0.1 0.1
C 0.0 0.0 0.0
C 0.0 0.0 0.0
O 0.0 0.0 0.0
N 0.1 -0.1 -0.1
C 0.0 0.0 -0.1
C -0.1 0.0 0.1
O 0.1 0.0 0.0
O 0.2 0.2 -0.1
H 0.0 0.0 0.0
H 0.0 0.0 0.0
H 0.0 0.0 0.0
H 0.0 0.0 0.0
H 0.0 0.0 0.0
H 0.0 0.0 0.0
Cl 0.0 0.0 0.0
C 0.0 0.0 0.0
C 0.0 0.0 0.0
Cl 0.0 0.0 0.0
C 0.0 0.0 -0.1
Cl 0.0 0.0 0.0
C 0.1 0.0 0.0
O 0.1 -0.1 0.0
C 0.0 -0.1 0.0
O -0.1 0.1 0.0
C 0.0 0.0 0.0
Cl 0.0 0.0 0.0
N -0.1 0.2 0.0
N -0.1 -0.1 -0.1
C 0.0 0.1 0.2
N 0.1 0.1 0.0
S 0.0 0.1 -0.1
H 0.0 0.0 0.0
H 0.0 0.0 0.0
H 0.0 0.0 0.0
H 0.0 -0.1 0.0
H 0.0 0.0 0.0

Values from the calculation:
Frontier orbital gap (alpha / beta) = 6.55 / 6.41 eV
2S+1 = 1

This record from OMol25 describes the molecule C11H11I. The level of theory is ωB97M-V/def2-TZVPD.

Each line ends with the Mulliken charge.
Positions of all 23 atoms, in Å:
C  -0.064  -3.018  -1.772  -0.304
C  -1.106  -2.138  -1.971  -0.633
C  0.979  -2.649  -0.923  -0.780
C  -1.196  -0.993  -1.202  -0.786
C  0.990  -1.432  -0.245  -0.310
C  -0.117  -0.632  -0.392  0.601
C  1.912  1.769  1.430  -0.474
C  -1.327  1.227  0.864  0.261
C  -0.288  0.624  0.336  0.300
C  1.271  1.311  0.395  -0.779
C  -1.179  2.450  1.685  -1.438
I  2.101  1.716  -1.508  0.102
H  -0.219  -3.938  -2.381  0.293
H  -1.844  -2.517  -2.662  0.344
H  1.723  -3.269  -0.753  0.540
H  -1.947  -0.355  -1.281  0.545
H  1.746  -0.962  0.359  0.576
H  2.889  2.421  1.336  0.239
H  1.554  1.590  2.481  0.312
H  -2.382  0.674  0.774  0.242
H  -0.201  2.698  1.581  0.482
H  -1.864  3.206  1.230  0.320
H  -1.430  2.217  2.618  0.346

Atomic forces in eV per Å
C -0.1 -0.1 -0.5
C -0.5 -0.4 0.5
C -2.6 2.1 -0.4
C 3.5 -2.7 -0.4
C -0.9 0.0 -0.8
C -2.5 0.2 -0.2
C 2.3 1.4 2.1
C -2.3 -1.8 0.0
C 5.2 0.7 -0.2
C -3.4 -0.4 -1.1
C -2.7 0.5 -4.5
I -0.2 -0.1 0.1
H 1.1 0.5 0.9
H -0.5 0.6 0.0
H 3.6 -3.0 0.6
H -3.4 2.7 -0.4
H 0.7 -0.9 0.2
H -2.0 -1.6 0.2
H 0.3 0.2 -1.2
H 2.4 1.3 0.2
H 2.5 1.4 0.1
H 0.6 -0.2 0.8
H -1.1 -0.5 4.1

Values from the calculation:
Structure (SMILES) = C=C(I)/C(=C\C)c1ccccc1
Frontier orbital gap = 9.26 eV
2S+1 = 1

This record from OMol25 describes a cluster of 2 separate species, C11H11IN2 in total. The level of theory is ωB97M-V/def2-TZVPD.

Each line ends with the Mulliken charge.
Positions of all 25 atoms, in Å:
C  -3.163  0.222  -1.714  -0.624
C  -2.252  0.976  -0.964  -0.686
C  -2.910  -1.149  -1.826  -0.201
C  -1.457  0.320  -0.030  -0.117
C  -1.998  -1.762  -1.129  -0.488
C  2.490  1.941  2.016  -0.457
C  2.082  0.792  2.548  -0.301
C  -1.373  -1.039  -0.125  -0.221
C  1.912  0.733  0.343  0.654
C  1.726  0.136  -0.978  -1.351
C  1.599  -1.311  1.268  -0.562
N  2.356  1.951  0.649  -0.671
N  1.812  -0.046  1.455  0.579
I  1.602  -2.672  2.843  0.059
H  -3.822  0.706  -2.356  0.404
H  -2.406  2.008  -0.921  0.428
H  -3.361  -1.637  -2.655  0.338
H  -0.754  0.746  0.645  0.647
H  -1.746  -2.798  -1.391  0.357
H  2.900  2.818  2.393  0.513
H  2.150  0.610  3.592  0.375
H  2.616  -0.195  -1.391  0.416
H  1.090  -0.689  -1.002  0.276
H  1.447  0.916  -1.575  0.437
H  -0.543  -1.578  0.305  0.196

Atomic forces in eV per Å
C 2.8 -0.3 0.8
C -2.0 -1.2 1.0
C -3.1 2.2 -2.9
C 0.2 -0.5 -0.8
C 2.0 -2.0 1.9
C -0.6 -0.2 -1.0
C 1.1 0.7 1.0
C 1.5 -1.5 -0.5
C 1.7 2.7 -0.9
C 0.1 0.5 1.1
C -0.3 -2.2 -0.6
N -1.0 -2.3 -1.9
N -0.5 0.0 2.6
I 0.1 0.5 0.4
H -1.2 0.7 -1.0
H 0.2 1.6 -0.1
H -0.7 -0.6 -0.4
H 0.1 1.0 0.4
H 0.0 0.4 0.6
H 0.4 1.1 1.4
H -0.3 -1.1 0.4
H 2.2 -0.7 -0.5
H -1.2 -0.9 0.1
H -1.2 1.9 -1.9
H 0.0 0.1 0.9

Values from the calculation:
Frontier orbital gap = 7.91 eV
2S+1 = 1

This record from OMol25 describes a cluster of 2 separate species, C11H11N in total. The level of theory is ωB97M-V/def2-TZVPD.

Each line ends with the Mulliken charge.
Positions of all 23 atoms, in Å:
C  1.072  0.512  1.739  -0.206
C  0.028  -0.152  2.289  -0.611
C  -0.113  -1.442  2.126  -0.199
C  0.955  -2.263  1.474  -0.438
C  1.816  -1.395  0.718  -0.289
C  1.904  -0.056  1.042  -0.253
C  -0.774  2.301  -1.988  -0.353
C  -0.005  1.484  -1.067  -0.109
C  -0.678  0.231  -0.887  0.131
C  -1.782  -0.180  -1.700  -0.378
C  -2.337  0.691  -2.658  -0.272
H  1.321  1.481  2.120  0.369
H  -0.692  0.159  2.935  0.498
H  -0.804  -2.152  2.817  0.237
H  1.110  -3.343  1.182  0.323
H  2.754  -1.862  0.181  0.257
H  2.814  0.416  0.635  0.309
H  -0.432  3.292  -2.223  0.377
H  0.940  1.837  -0.488  0.184
H  -0.135  -0.442  -0.308  0.415
H  -2.402  -1.177  -1.619  0.226
H  -2.935  0.172  -3.517  0.266
N  -1.624  1.889  -2.803  -0.482

Atomic forces in eV per Å
C -4.5 6.2 6.0
C -0.8 0.0 0.1
C 0.9 -9.0 1.1
C -0.1 3.1 -2.9
C 1.9 -4.3 1.1
C 7.8 -3.8 -6.7
C 4.7 0.5 2.2
C -2.5 -0.5 0.1
C 0.9 1.7 -1.8
C -2.2 -0.6 0.1
C 3.7 -0.8 -0.3
H -0.4 0.9 -0.1
H -1.6 2.2 1.7
H 1.1 2.3 -1.8
H -1.0 1.2 1.2
H -2.2 0.9 0.8
H -0.6 0.2 0.3
H 0.4 0.6 0.3
H -2.1 -0.8 -1.3
H 0.1 -1.4 1.0
H 1.9 1.7 0.3
H 0.7 1.9 1.7
N -6.0 -2.3 -2.8

Values from the calculation:
Structure (SMILES) = c1ccccc1.c1ccncc1
Frontier orbital gap = 9.67 eV
2S+1 = 1

This record from OMol25 describes a cluster of 2 separate species, C11H11N in total. The level of theory is ωB97M-V/def2-TZVPD.

Each line ends with the Mulliken charge.
Positions of all 23 atoms, in Å:
C  2.144  2.108  1.331  -0.112
C  1.644  1.725  2.521  -0.093
C  2.034  0.609  3.252  -0.467
C  2.894  -0.248  2.457  -0.474
C  3.203  0.017  1.096  -0.294
C  2.873  1.319  0.536  -0.506
C  -2.425  -0.029  -2.853  -0.143
C  -1.417  0.001  -1.944  -0.370
C  -1.413  -0.991  -0.859  -0.306
C  -2.590  -1.768  -0.712  -0.490
C  -3.443  -1.821  -1.943  -0.171
H  1.809  3.196  1.209  0.215
H  0.941  2.557  3.068  0.152
H  1.668  0.296  4.151  0.502
H  2.909  -1.252  2.837  0.285
H  3.754  -0.709  0.546  0.423
H  3.159  1.466  -0.508  0.371
H  -2.584  0.679  -3.689  0.371
H  -0.633  0.737  -2.027  0.368
H  -0.507  -1.019  -0.312  0.511
H  -2.817  -2.387  0.166  0.327
H  -4.277  -2.430  -2.001  0.431
N  -3.493  -0.952  -2.961  -0.528

Atomic forces in eV per Å
C -1.6 4.2 -0.6
C -2.2 1.7 5.5
C 2.0 0.1 -5.5
C -2.1 0.4 -0.3
C -0.6 2.1 1.7
C 1.7 -3.9 -0.6
C -2.7 0.0 -2.2
C -0.3 -2.0 1.3
C -2.4 1.0 -2.2
C 0.9 0.4 -2.9
C 0.7 2.3 1.8
H 0.8 -1.7 -1.2
H 1.7 -2.3 -1.3
H -0.9 -0.5 2.3
H 1.0 -0.4 0.1
H 0.2 -0.4 -0.5
H -0.1 0.5 0.5
H 0.9 0.0 0.8
H 0.1 0.0 0.0
H 0.3 -0.2 1.2
H 0.3 0.1 -0.7
H -1.3 -1.8 0.5
N 3.6 0.1 2.4

Values from the calculation:
Structure (SMILES) = c1ccccc1.c1ccncc1
Frontier orbital gap = 10.21 eV
2S+1 = 1

We obtain maximum force values of 0.57; 5.29; 4.81; 10.99; 6.14 eV Å⁻¹ for the records listed above, in that order.
We obtain ΔE to the lowest compared entry with this formula, charge and spin values of 0.0; 43.0; 93.6; 115.8; 73.2 kcal per mole for the records listed above, in that order.